{"formula": "C35H58OP2Sc", "method": "wB97M-V/def2-TZVPD", "elements": ["Sc", "C", "C", "C", "C", "C", "C", "H", "H", "H", "C", "H", "H", "H", "C", "H", "H", "H", "C", "H", "H", "H", "C", "H", "H", "H", "C", "C", "C", "C", "C", "C", "C", "C", "H", "H", "H", "H", "H", "H", "H", "H", "H", "H", "H", "H", "P", "C", "C", "P", "C", "C", "C", "H", "H", "H", "H", "H", "H", "H", "H", "H", "H", "H", "H", "H", "H", "C", "C", "C", "C", "C", "C", "C", "C", "C", "C", "C", "C", "O", "H", "H", "H", "H", "H", "H", "H", "H", "H", "H", "H", "H", "H", "H", "H", "H", "H"], "xyz": [[0.528, 1.487, -0.694], [-3.365, 0.038, 1.600], [-3.957, -0.311, 0.355], [-2.361, -1.891, 0.860], [-2.370, -0.930, 1.899], [-3.352, -1.520, -0.087], [-3.701, 1.181, 2.472], [-4.511, 1.785, 2.052], [-2.828, 1.827, 2.632], [-4.020, 0.825, 3.464], [-1.481, -0.937, 3.077], [-1.784, -0.189, 3.820], [-0.443, -0.711, 2.788], [-1.485, -1.921, 3.571], [-1.464, -3.060, 0.787], [-1.502, -3.645, 1.717], [-0.418, -2.754, 0.632], [-1.735, -3.723, -0.041], [-3.696, -2.299, -1.293], [-4.067, -3.297, -1.014], [-2.822, -2.455, -1.943], [-4.473, -1.802, -1.883], [-5.026, 0.412, -0.363], [-5.948, -0.187, -0.403], [-4.735, 0.629, -1.400], [-5.262, 1.360, 0.128], [1.466, 3.148, -1.346], [0.343, 3.873, -0.672], [-0.774, 4.314, -1.675], [-1.713, 3.143, -2.075], [-1.300, 1.778, -1.569], [-0.587, 0.877, -2.595], [0.626, 1.539, -3.350], [1.404, 2.809, -2.811], [-0.327, 4.748, -2.585], [-1.837, 3.144, -3.177], [-1.356, 5.133, -1.234], [1.040, 3.677, -3.392], [2.462, 3.202, -0.879], [0.772, 4.735, -0.136], [2.451, 2.692, -3.157], [1.357, 0.768, -3.652], [-1.340, 0.804, -3.395], [0.176, 1.872, -4.310], [-2.727, 3.327, -1.683], [-2.103, 1.256, -1.030], [-0.532, 3.202, 1.061], [0.508, 3.835, 2.408], [-1.995, 4.261, 1.271], [-0.684, -2.119, -3.472], [-0.413, -0.614, -2.150], [-1.820, -1.384, -4.722], [0.860, -1.968, -4.463], [1.248, 3.070, 2.685], [-0.133, 4.029, 3.283], [1.012, 4.760, 2.099], [-2.356, 4.695, 0.336], [-1.752, 5.070, 1.973], [-2.805, 3.652, 1.693], [1.313, -0.972, -4.394], [0.608, -2.191, -5.511], [1.572, -2.722, -4.100], [0.573, -0.794, -1.664], [-1.189, -0.832, -1.392], [-2.591, -2.148, -4.898], [-1.284, -1.216, -5.662], [-2.310, -0.466, -4.391], [2.933, 0.255, -0.973], [4.180, -0.131, -0.152], [4.658, 1.097, 0.615], [3.979, -1.321, 0.793], [5.085, -2.074, 1.151], [5.001, -3.135, 2.050], [3.775, -3.449, 2.628], [2.642, -2.714, 2.342], [1.333, -3.045, 3.039], [0.987, -4.529, 2.948], [1.339, -2.621, 4.506], [2.694, -1.598, 1.413], [1.643, -0.903, 1.183], [2.198, 0.576, -0.193], [2.561, -0.605, -1.535], [3.192, 1.050, -1.680], [4.979, -0.411, -0.856], [3.895, 1.417, 1.334], [5.575, 0.867, 1.174], [4.856, 1.936, -0.062], [6.055, -1.817, 0.709], [5.884, -3.717, 2.303], [3.687, -4.284, 3.328], [0.569, -2.467, 2.513], [1.713, -5.118, 3.523], [-0.010, -4.710, 3.368], [0.994, -4.877, 1.909], [1.528, -1.548, 4.605], [0.373, -2.850, 4.974], [2.123, -3.169, 5.046]], "forces_ev_per_a": [[0.0, -1.8, 2.4], [0.0, 0.2, -0.1], [-0.1, 0.1, 0.1], [0.1, -0.2, -0.2], [0.4, 0.0, 0.3], [0.3, -0.4, 0.0], [-0.3, 0.3, 0.2], [0.2, -0.1, 0.1], [-0.1, -0.2, 0.0], [0.1, 0.1, -0.2], [-0.2, 0.2, 0.4], [0.0, -0.2, -0.2], [0.0, -0.2, -0.1], [0.1, 0.2, -0.2], [-0.1, -0.4, -0.3], [0.1, 0.2, -0.1], [-0.1, 0.1, 0.2], [0.0, 0.1, 0.1], [-0.3, 0.0, -0.3], [0.1, 0.2, -0.1], [-0.1, -0.1, 0.2], [0.1, -0.1, 0.1], [-0.3, 0.3, -0.1], [0.2, 0.1, 0.0], [0.0, -0.1, 0.2], [0.0, -0.2, -0.1], [0.6, -0.4, 0.7], [-0.4, 2.3, 0.2], [0.0, 0.2, 0.4], [-0.5, 0.2, -0.3], [-0.5, 0.2, 0.3], [-1.5, -1.0, -1.7], [0.0, 0.0, -0.9], [0.7, 0.7, -0.8], [0.0, -0.1, 0.6], [0.0, 0.0, 0.4], [0.2, -0.2, -0.2], [0.1, -0.4, 0.2], [-0.4, 0.5, -0.3], [-0.2, 0.1, -0.5], [-0.6, 0.0, 0.2], [-0.4, 0.3, 0.4], [0.3, 0.0, 0.2], [0.5, -0.1, 0.6], [0.3, 0.1, -0.1], [0.1, -0.1, -0.5], [0.6, -1.4, -1.0], [0.5, 0.0, 0.0], [-0.5, 0.2, -0.1], [0.7, 1.6, 0.9], [0.0, -0.4, -0.2], [-0.4, -0.3, 0.1], [0.4, -0.4, 0.1], [-0.1, 0.4, 0.0], [0.3, -0.1, -0.3], [0.0, -0.1, 0.3], [0.0, -0.1, 0.2], [-0.1, -0.2, -0.3], [0.2, 0.3, -0.1], [-0.1, -0.4, -0.2], [0.2, 0.0, 0.4], [0.0, 0.3, -0.2], [-0.5, -0.4, -0.3], [0.3, 0.1, -0.2], [0.0, 0.4, -0.1], [-0.2, 0.2, 0.2], [0.0, -0.1, -0.1], [0.4, 0.0, 0.1], [-0.1, -0.3, 0.2], [0.1, 0.1, 0.2], [-1.0, 0.2, 0.3], [0.2, -0.2, 0.0], [0.3, -0.1, 0.0], [0.1, 0.1, -0.1], [-0.1, 0.5, -0.4], [0.1, 0.1, -0.4], [0.0, 0.0, -0.1], [0.0, 0.1, 0.0], [1.5, -1.0, 0.4], [-1.7, 1.2, -0.4], [1.2, -0.8, -0.5], [-0.1, 0.0, 0.2], [-0.1, 0.0, 0.1], [-0.2, 0.1, 0.0], [0.1, -0.1, 0.0], [-0.2, 0.1, -0.1], [0.1, 0.0, 0.0], [-0.3, -0.1, 0.1], [-0.1, 0.1, -0.1], [0.2, 0.2, -0.2], [0.2, -0.1, 0.1], [-0.3, 0.0, -0.2], [0.1, -0.1, 0.0], [0.1, 0.0, 0.2], [0.0, -0.1, 0.0], [0.1, 0.0, 0.1], [-0.2, 0.2, 0.0]], "charge": 1, "largest_force_ev_per_a": 3.000, "homo_energy_ha": [-0.3051, -0.2993], "e_above_lowest_kcal_mol": 13.1, "orbital_gap_ev": [2.76, 2.44]}